# C6H19N3O2PY

A structure of composition C6H19N3O2PY in a non-equilibrium geometry (the ωB97M-V functional and the def2-TZVPD basis, the OMol25 dataset).

Geometry as XYZ:
```
32
Properties=species:S:1:pos:R:3:forces:R:3:lowdin_charge:R:1
Y 4.622858 -5.383367 -1.651038 -2.3 4.0 0.9 1.5805
O 3.538998 -3.516257 -1.236002 2.1 -3.2 -0.7 -0.5734
H 3.274541 -2.617091 -0.960148 0.2 -0.8 -0.2 -0.0268
O -0.289405 2.658708 -0.330532 -0.6 -3.0 0.7 -0.3239
P -0.335982 1.149350 -0.079690 -0.4 2.0 0.0 0.5740
N -1.906352 0.479758 -0.012628 -0.7 -1.3 -1.9 -0.3149
C -3.017963 1.355815 0.358836 1.6 0.6 -0.3 -0.1234
C -2.255945 -1.009766 0.045238 2.2 1.8 0.3 -0.0756
N 0.090144 0.733401 1.471380 3.5 -0.8 0.3 -0.3131
C -0.011031 1.704802 2.598249 -0.1 0.1 -1.8 -0.0748
C 0.752941 -0.583903 1.798386 -2.3 1.0 -0.2 -0.1011
N 0.596282 0.298973 -1.230178 -1.0 -1.3 -0.1 -0.3061
C 2.050527 -0.025907 -1.249610 -1.5 1.4 1.0 -0.0979
C 0.052481 0.291893 -2.617365 0.4 0.3 0.8 -0.1059
H -3.653704 1.509459 -0.513127 -0.7 -0.2 0.5 0.0832
H -2.565369 2.325195 0.567527 -0.2 0.2 0.0 0.0609
H -3.442657 1.025548 1.306807 -0.6 -0.2 -0.3 0.0836
H -2.149232 -1.324654 1.083302 -0.5 -0.1 0.2 0.0603
H -1.445655 -1.529220 -0.466337 -0.2 -0.2 -0.3 0.0558
H -3.219500 -1.299677 -0.373810 0.0 0.5 0.0 0.0792
H 0.477247 2.629445 2.290483 -0.1 0.1 0.1 0.0740
H -1.080371 1.895655 2.688655 0.1 0.2 0.8 0.0732
H 0.480947 1.370480 3.511644 -0.3 -0.4 -0.1 0.0805
H 0.953240 -1.222251 0.937868 0.4 0.5 -0.2 0.0486
H 1.610212 -0.437778 2.455520 -0.1 -0.3 0.0 0.0802
H -0.109363 -1.094474 2.227157 0.7 -0.7 1.0 0.0683
H 2.613981 0.876895 -1.485362 0.3 0.0 -0.1 0.0882
H 2.289239 -0.326711 -0.229499 0.5 -0.2 -0.3 0.0495
H 2.251484 -0.770653 -2.019717 -0.1 -0.2 0.2 0.0658
H 0.403366 1.216590 -3.075550 -0.2 -0.1 -0.5 0.0858
H -1.031772 0.205985 -2.688811 0.0 0.3 0.4 0.0765
H 0.455816 -0.586243 -3.121649 0.1 0.1 -0.2 0.0689
```
Forces are in eV/Å.

Results
**Multiplicity**: 2
**Lowest unoccupied orbital energy (spin up / spin down)**: -5.75 / -6.09 eV
**Highest occupied orbital energy (spin up / spin down)**: -9.5 / -9.5 eV
**Charge**: +1

# C6H19NO2PtSiTa

A structure of composition C6H19NO2PtSiTa in a non-equilibrium geometry (the ωB97M-V functional and the def2-TZVPD basis, the OMol25 dataset).

Geometry as XYZ:
```
31
Properties=species:S:1:pos:R:3:forces:R:3:lowdin_charge:R:1
C 3.441471 -0.944259 0.219147 0.8 -0.4 -0.6 0.0004
C 2.141374 -0.516391 -0.683610 0.4 -2.7 -1.0 -0.3676
O 1.722893 -1.416178 -1.606700 1.2 4.5 3.7 -0.1309
N 1.392960 0.797163 -0.627172 2.4 -2.9 -1.8 -0.3646
C 2.334523 1.964914 -0.827652 2.0 1.9 -0.7 -0.1996
Ta 0.148662 1.003139 1.161815 0.6 -1.5 4.7 1.3402
O 0.690518 -0.927960 1.946447 -3.1 2.3 -0.9 -0.4798
Si -1.917622 -0.209661 0.020581 -2.1 -1.8 -1.5 0.3686
C -3.457188 0.014129 1.208855 -0.5 -0.1 1.2 -0.2700
C -1.634175 -2.148162 -0.070804 0.0 -1.0 0.0 -0.2648
C -2.240825 0.387216 -1.781701 0.2 0.6 -0.8 -0.2796
H 3.196738 -1.285316 1.312178 -0.2 0.9 -2.1 0.1077
H 4.278019 -0.097420 0.292545 -2.1 -1.7 -0.3 0.1184
H 3.934818 -1.891790 -0.312702 -1.3 2.2 1.0 0.1279
H 3.435956 1.622976 -1.111903 -2.4 0.5 0.5 0.1164
H 2.445109 2.629881 0.136893 -0.5 -1.3 -2.1 0.0729
H 1.932820 2.597029 -1.740938 0.8 -1.1 2.0 0.1092
H -0.875696 1.283874 2.693352 0.1 -0.1 -1.0 -0.0970
H -0.453836 2.645840 0.517830 0.0 -0.7 0.1 -0.1242
H 1.554072 1.825850 2.034261 0.4 -0.1 -1.0 -0.0763
H -0.195161 -1.317105 2.268938 2.1 0.4 -0.4 0.0210
H -4.489633 -0.181723 0.649306 2.3 0.5 1.0 0.0734
H -3.453081 1.052699 1.757756 -0.3 -2.1 -1.1 0.0395
H -3.340880 -0.850677 2.022921 -0.3 2.0 -1.6 0.0561
H -0.486904 -2.403266 0.075498 -2.5 0.2 -0.4 0.0280
H -2.288528 -2.672383 0.769386 1.6 1.0 -1.6 0.0579
H -2.055811 -2.565473 -1.103850 1.1 0.9 2.1 0.0644
H -1.247751 0.178999 -2.394512 -1.7 0.3 0.9 -0.0333
H -2.431284 1.545374 -1.806059 0.1 -2.3 -0.2 0.0589
H -3.091927 -0.260720 -2.256278 1.5 1.4 0.7 0.0676
Pt 1.010367 0.139399 -2.763827 -0.5 0.2 1.2 0.8592
```
Forces are in eV/Å.

Results
**Multiplicity**: 1
**Lowest unoccupied orbital energy**: -7.36 eV
**Highest occupied orbital energy**: -11.4 eV
**Charge**: +1
**Energy relative to the best compared isomer or geometry (same formula, charge and spin)**: 386.54 kJ/mol

# C6H19NO3

A cluster of 4 separate species, C6H19NO3 in total in a non-equilibrium geometry (the ωB97M-V functional and the def2-TZVPD basis, the OMol25 dataset).

Geometry as XYZ:
```
29
Properties=species:S:1:pos:R:3:forces:R:3:lowdin_charge:R:1
C 2.647880 0.888809 0.047827 -1.3 -0.8 2.8 -0.0126
C 2.016266 2.071643 0.033526 1.6 -0.8 -1.0 -0.2165
C 0.950612 2.406639 1.000034 0.7 0.3 -0.5 -0.2664
C -0.277207 1.576661 0.834443 -1.6 -2.7 0.7 -0.1743
C -0.860305 1.398983 -0.644794 0.9 1.1 0.7 -0.2025
N -1.258718 -0.000749 -0.806548 -1.1 0.8 0.0 -0.1561
C -2.540234 -0.237486 -1.510135 1.5 -0.5 -0.7 -0.1022
H 3.507538 0.593510 -0.495277 0.5 0.1 -0.9 0.0377
H 2.375667 0.051816 0.843489 0.4 2.1 -1.8 0.1023
H 2.312061 2.886152 -0.644733 0.1 -0.6 0.0 0.1036
H 1.462489 2.429854 1.951575 -0.5 -0.6 0.8 0.1158
H 0.716600 3.440011 0.865052 -0.5 0.9 -0.3 0.0986
H -0.129605 0.392211 1.066925 0.2 3.1 0.1 0.1202
H -1.031238 2.001840 1.569038 0.4 -0.9 -1.0 0.1215
H -0.034256 1.647654 -1.374287 -0.9 -0.1 0.7 0.1181
H -1.708702 2.105897 -0.828555 0.6 -0.7 0.1 0.1213
H -0.498808 -0.493237 -1.249718 -0.2 0.0 -0.5 0.0836
H -3.415601 -0.083111 -0.928614 -0.5 -0.1 1.2 0.0627
H -2.750726 0.394467 -2.379302 0.6 -0.1 -0.3 0.0758
H -2.435949 -1.282102 -1.807301 -0.7 0.0 -0.2 0.0799
O -0.391877 -2.688700 -0.434108 0.6 -1.8 3.4 -0.1496
H -0.023931 -3.404932 0.311536 -1.5 2.8 -3.0 0.1877
H -0.619788 -1.898122 0.137098 -0.4 -1.5 -0.7 -0.0102
O 2.009638 -1.891420 -0.270842 -4.2 0.0 2.4 -0.1538
H 2.156506 -1.632933 -1.140548 0.9 0.7 -2.5 -0.0266
H 0.884488 -1.785724 -0.269379 4.8 -1.1 -0.2 0.0685
O -1.640111 -1.798586 1.815902 -1.6 -1.5 -0.1 -0.0396
H -1.164898 -1.056243 1.521236 1.0 2.1 0.0 -0.0448
H -2.234094 -1.903607 1.044580 0.0 -0.2 0.8 0.0577
```
Forces are in eV/Å.

Results
**Multiplicity**: 1
**Lowest unoccupied orbital energy**: 0.70 eV
**Highest occupied orbital energy**: -9.2 eV
**SMILES**: C=CCCCNC.O.O.O
**Charge**: 0
**Energy relative to the best compared isomer or geometry (same formula, charge and spin)**: 365.82 kJ/mol

# C6H19NO3

A cluster of 3 separate species, C6H19NO3 in total in a non-equilibrium geometry (the ωB97M-V functional and the def2-TZVPD basis, the OMol25 dataset).

Geometry as XYZ:
```
29
Properties=species:S:1:pos:R:3:forces:R:3:lowdin_charge:R:1
C -0.738557 1.529888 2.082250 0.8 -0.1 -0.4 -0.0998
C -1.293948 0.101632 2.031753 -2.3 -0.6 -2.5 -0.2692
N -0.945502 -0.674934 0.825133 0.5 0.7 0.7 -0.0692
C 0.396703 -1.239036 0.748788 -0.2 -0.7 -1.0 -0.4113
C 0.201191 -2.768308 0.815575 1.0 -0.2 -1.3 -0.0682
C 1.128468 -0.850385 -0.561686 0.0 -0.3 0.7 -0.1458
C 1.628623 0.613145 -0.511219 1.6 -1.9 0.1 -0.2619
O 2.359027 0.961778 -1.678960 -0.9 0.8 -1.2 -0.0718
H -0.885633 2.084409 1.094281 0.1 -1.0 1.2 0.0710
H 0.362237 1.523338 2.306348 -1.0 0.3 0.0 0.0788
H -1.313033 2.078371 2.822516 0.3 0.3 0.3 0.0582
H -2.419644 0.170776 1.935353 0.9 0.2 0.3 0.1168
H -1.204268 -0.625777 2.844757 0.7 0.8 0.5 0.1125
H -1.338224 -0.399799 -0.070125 0.2 0.3 0.4 0.1091
H 1.139776 -0.865380 1.477866 -1.0 -0.2 0.7 0.1398
H -0.519744 -3.187536 1.493429 -0.1 0.5 1.0 0.0579
H -0.225741 -3.151293 -0.151676 0.8 0.5 0.4 0.0924
H 1.197939 -3.182142 0.993872 -0.2 -0.6 -0.1 0.0707
H 1.957004 -1.555452 -0.748934 0.1 0.5 0.4 0.1264
H 0.481102 -1.105922 -1.376800 -0.6 0.6 -0.7 0.0746
H 2.422674 0.683521 0.257736 -0.3 -0.3 -0.1 0.1289
H 0.908189 1.297962 -0.097285 -0.8 0.6 -0.6 0.0636
H 1.808038 1.098164 -2.492691 0.5 -0.3 1.4 0.0993
O -0.888555 2.474468 -1.898318 0.5 -0.2 0.9 -0.0611
H -1.335695 3.130410 -1.345897 -0.1 0.0 -0.3 0.0443
H -0.217407 2.124389 -1.274458 -0.4 0.1 -0.6 0.0039
O -0.745707 -0.440600 -3.214378 0.0 -0.4 -0.1 -0.0501
H -0.310676 0.381694 -3.448831 -0.3 0.2 0.0 0.0208
H -1.608636 -0.207384 -2.858401 0.1 0.3 -0.1 0.0393
```
Forces are in eV/Å.

Results
**Multiplicity**: 1
**Lowest unoccupied orbital energy**: 0.40 eV
**Highest occupied orbital energy**: -8.3 eV
**SMILES**: CCN[C@@H](C)CCO.O.O
**Charge**: 0
**Energy relative to the best compared isomer or geometry (same formula, charge and spin)**: 162.31 kJ/mol

Please write out number 2 again, unchanged.
# C6H19NO2PtSiTa

A structure of composition C6H19NO2PtSiTa in a non-equilibrium geometry (the ωB97M-V functional and the def2-TZVPD basis, the OMol25 dataset).

Geometry as XYZ:
```
31
Properties=species:S:1:pos:R:3:forces:R:3:lowdin_charge:R:1
C 3.441471 -0.944259 0.219147 0.8 -0.4 -0.6 0.0004
C 2.141374 -0.516391 -0.683610 0.4 -2.7 -1.0 -0.3676
O 1.722893 -1.416178 -1.606700 1.2 4.5 3.7 -0.1309
N 1.392960 0.797163 -0.627172 2.4 -2.9 -1.8 -0.3646
C 2.334523 1.964914 -0.827652 2.0 1.9 -0.7 -0.1996
Ta 0.148662 1.003139 1.161815 0.6 -1.5 4.7 1.3402
O 0.690518 -0.927960 1.946447 -3.1 2.3 -0.9 -0.4798
Si -1.917622 -0.209661 0.020581 -2.1 -1.8 -1.5 0.3686
C -3.457188 0.014129 1.208855 -0.5 -0.1 1.2 -0.2700
C -1.634175 -2.148162 -0.070804 0.0 -1.0 0.0 -0.2648
C -2.240825 0.387216 -1.781701 0.2 0.6 -0.8 -0.2796
H 3.196738 -1.285316 1.312178 -0.2 0.9 -2.1 0.1077
H 4.278019 -0.097420 0.292545 -2.1 -1.7 -0.3 0.1184
H 3.934818 -1.891790 -0.312702 -1.3 2.2 1.0 0.1279
H 3.435956 1.622976 -1.111903 -2.4 0.5 0.5 0.1164
H 2.445109 2.629881 0.136893 -0.5 -1.3 -2.1 0.0729
H 1.932820 2.597029 -1.740938 0.8 -1.1 2.0 0.1092
H -0.875696 1.283874 2.693352 0.1 -0.1 -1.0 -0.0970
H -0.453836 2.645840 0.517830 0.0 -0.7 0.1 -0.1242
H 1.554072 1.825850 2.034261 0.4 -0.1 -1.0 -0.0763
H -0.195161 -1.317105 2.268938 2.1 0.4 -0.4 0.0210
H -4.489633 -0.181723 0.649306 2.3 0.5 1.0 0.0734
H -3.453081 1.052699 1.757756 -0.3 -2.1 -1.1 0.0395
H -3.340880 -0.850677 2.022921 -0.3 2.0 -1.6 0.0561
H -0.486904 -2.403266 0.075498 -2.5 0.2 -0.4 0.0280
H -2.288528 -2.672383 0.769386 1.6 1.0 -1.6 0.0579
H -2.055811 -2.565473 -1.103850 1.1 0.9 2.1 0.0644
H -1.247751 0.178999 -2.394512 -1.7 0.3 0.9 -0.0333
H -2.431284 1.545374 -1.806059 0.1 -2.3 -0.2 0.0589
H -3.091927 -0.260720 -2.256278 1.5 1.4 0.7 0.0676
Pt 1.010367 0.139399 -2.763827 -0.5 0.2 1.2 0.8592
```
Forces are in eV/Å.

Results
**Multiplicity**: 1
**Lowest unoccupied orbital energy**: -7.36 eV
**Highest occupied orbital energy**: -11.4 eV
**Charge**: +1
**Energy relative to the best compared isomer or geometry (same formula, charge and spin)**: 386.54 kJ/mol